No. 1
Molecular formula: C4H6N2S
Method: DFT, ωB97M-V/def2-TZVPD

```
13
Properties=species:S:1:pos:R:3:forces:R:3:nbo_charge:R:1
C 1.62386 -2.59993 -0.56369 0.129 1.913 -0.116 0.050
C -0.30405 0.37363 0.54164 0.596 -2.928 -1.191 -0.211
C -1.13942 -0.20448 -0.73481 -0.429 4.329 1.451 -0.554
C 1.44826 -0.50291 -0.95572 -2.123 -0.534 2.745 -0.022
N 1.75900 -3.63192 -0.05263 -0.130 0.347 -0.264 -0.487
N 1.11112 0.10442 0.28563 0.374 -0.310 -3.252 -0.602
S 0.05496 -0.31442 -2.07932 0.723 -0.175 0.477 0.311
H -0.46037 1.38969 0.68523 -0.343 1.877 0.249 0.198
H -0.39508 -0.19263 1.46951 -1.464 0.124 -0.017 0.208
H -1.58773 -1.07179 -0.38196 -0.636 -2.003 -0.134 0.225
H -2.03632 0.57548 -1.00042 2.393 -1.902 0.460 0.246
H 2.44011 -0.26484 -1.26606 0.490 -0.546 -0.566 0.233
H 1.68719 -0.07038 1.08076 0.420 -0.190 0.158 0.407
```
Positions in Å, forces in eV/Å.

Properties
**Kohn-Sham gap**: 0.364 Eh
**LUMO energy**: 0.3 eV
**E_tot**: -18057.576 eV

---

No. 2
Molecular formula: C4H6N2S2
Method: DFT, ωB97M-V/def2-TZVPD

```
14
Properties=species:S:1:pos:R:3:forces:R:3:nbo_charge:R:1
C -1.16876 -0.78215 0.87283 0.487 0.099 1.284 -0.116
C -1.42322 0.63418 0.97646 -3.115 2.963 -1.143 -0.272
C 0.95673 1.19721 -0.51596 -0.273 1.773 -0.471 -0.342
C 1.61296 1.86828 -1.50037 -0.374 0.803 0.505 -0.435
H -0.88933 -2.99171 0.63304 2.822 0.016 -0.776 0.371
H 0.70442 -2.82723 -0.35522 -1.144 -0.519 0.450 0.394
H -1.38274 -1.52170 1.68701 -0.846 1.185 -0.242 0.176
H 1.30536 0.26326 -0.01117 -0.041 1.357 -0.625 0.236
H 2.64467 1.65795 -1.66293 0.622 -0.944 -0.284 0.197
H 1.40168 2.81222 -2.13089 -0.696 -1.577 1.594 0.217
N 0.01375 -2.47208 0.31721 -1.062 -3.016 -0.225 -0.604
N -0.31830 -1.24584 0.04377 0.175 2.240 0.123 -0.142
S -2.87288 1.44421 1.44869 1.313 -2.072 0.556 -0.068
S -0.58434 1.96341 0.19754 2.131 -2.308 -0.747 0.389
```
Positions in Å, forces in eV/Å.

Properties
**Kohn-Sham gap**: 0.262 Eh
**LUMO energy**: -1.0 eV
**E_tot**: -28891.782 eV

---

No. 3
Molecular formula: C4H6N2S2
Method: DFT, ωB97M-V/def2-TZVPD

```
14
Properties=species:S:1:pos:R:3:forces:R:3:nbo_charge:R:1
C -1.67981 -0.83810 -2.83422 0.724 0.701 1.021 -0.454
C -0.72514 -1.23786 -1.99122 -0.343 -0.404 -0.562 -0.009
N -0.08922 -0.47637 -0.99802 0.171 0.342 0.456 -0.566
S -0.37480 1.20294 -0.88435 -0.078 -0.070 0.208 0.204
C 0.84713 -1.10026 -0.19569 -0.172 0.243 -0.178 0.353
N 1.48737 -0.64013 0.78952 -0.083 -0.054 0.081 -0.483
C 1.30661 0.34219 1.68821 -0.590 -0.349 -0.200 -0.069
S 0.00241 0.57146 2.65093 -0.017 -0.061 -0.028 -0.134
H -2.05890 0.18321 -2.81121 0.064 -0.327 -0.033 0.219
H -2.06884 -1.51750 -3.54808 -0.251 -0.498 -0.460 0.216
H -0.33090 -2.25614 -2.00893 -0.235 0.221 -0.132 0.201
H -1.11304 1.18994 0.25744 0.164 -0.061 -0.240 0.142
H 1.06901 -2.10840 -0.52653 0.029 -0.129 -0.035 0.185
H 2.18108 0.93818 1.82908 0.618 0.446 0.101 0.194
```
Positions in Å, forces in eV/Å.

Properties
**Kohn-Sham gap**: 0.317 Eh
**SMILES**: C=CN(S)/C=N\C=S
**LUMO energy**: 0.1 eV
**E_tot**: -28893.964 eV

---

No. 4
Molecular formula: C4H6N2S2
Method: DFT, ωB97M-V/def2-TZVPD

```
14
Properties=species:S:1:pos:R:3:forces:R:3:nbo_charge:R:1
C -1.33929 1.26524 -0.03861 -6.557 0.054 1.739 -0.707
C -0.43197 0.22888 -0.17496 5.069 -8.163 0.339 0.142
C 0.03364 -0.54468 -1.43371 -3.202 2.714 -3.345 -0.260
C 1.90039 -1.89402 0.95066 -1.616 -0.931 1.011 -0.109
H -0.81121 3.79228 1.16359 0.142 -2.377 -3.331 0.134
H -2.35448 1.05277 -0.65965 2.406 0.268 0.979 0.265
H -1.78165 1.19127 1.03940 1.062 0.350 -1.772 0.300
H 0.48361 -1.51591 -1.34599 0.361 0.117 0.461 0.225
H 2.54943 -1.04146 1.25265 -0.546 -0.400 -0.651 0.183
H 2.43008 -2.95685 0.98547 -1.604 2.267 -0.209 0.204
N -0.02873 -0.43509 0.90237 0.020 -0.685 -0.255 -0.217
N 0.59054 -1.80951 0.82219 2.373 2.208 -0.563 -0.258
S -0.74464 2.79653 -0.44590 0.879 5.144 2.319 0.064
S -0.49571 -0.12945 -3.01751 1.214 -0.566 3.280 0.034
```
Positions in Å, forces in eV/Å.

Properties
**Kohn-Sham gap**: 0.277 Eh
**LUMO energy**: -1.4 eV
**E_tot**: -28889.415 eV

---

no.,strongest force on any atom (eV/A)
1,4.59
2,4.45
3,1.44
4,9.61